ORCA calculation (wB97M-V/def2-TZVPD) on a structure of composition C41H39BF2IrN3O6SeSi at a distorted geometry.

CARTESIAN COORDINATES (ANGSTROEM)
Ir1 -0.197 -0.137 0.267
O1 -0.996 -1.844 -0.185
C1 -0.290 -2.828 -0.894
C2 1.170 -2.919 -0.349
C3 2.039 -1.866 -0.946
C4 2.853 -2.161 -1.992
C5 3.496 -1.164 -2.743
C6 3.122 0.160 -2.476
C7 2.330 0.494 -1.423
C8 1.989 1.957 -1.250
C9 0.685 2.322 -0.529
O2 -0.336 1.731 -1.124
C10 1.770 1.836 1.907
C11 4.168 1.349 2.236
C12 4.247 1.436 3.559
C13 3.244 1.453 4.621
C14 1.919 1.471 4.505
C15 1.122 1.478 3.263
C16 0.547 3.856 -0.441
C17 1.605 4.740 -0.232
C18 1.386 6.112 -0.196
C19 0.106 6.621 -0.358
C20 -0.954 5.748 -0.564
C21 -0.730 4.380 -0.616
N1 1.936 -0.505 -0.433
C22 -0.241 -2.558 -2.408
C23 -0.616 -1.336 -2.953
C24 -0.530 -1.120 -4.325
C25 -0.081 -2.124 -5.168
C26 0.284 -3.353 -4.630
C27 0.201 -3.566 -3.264
C28 -1.058 -4.134 -0.648
C29 -2.320 -4.267 -1.229
C30 -3.099 -5.387 -0.994
C31 -2.629 -6.402 -0.167
C32 -1.382 -6.275 0.422
C33 -0.604 -5.145 0.187
H1 1.591 -3.888 -0.618
H2 1.106 -2.838 0.740
H3 2.929 -3.197 -2.295
H4 4.172 -1.407 -3.550
H5 3.445 0.959 -3.134
H6 1.787 2.339 -2.249
H7 2.860 2.534 -0.911
H8 5.076 1.310 1.654
H9 5.270 1.491 3.913
H10 3.654 1.444 5.624
H11 1.321 1.463 5.410
H12 0.471 0.596 3.236
H13 2.617 4.386 -0.087
H14 2.220 6.785 -0.040
H15 -0.060 7.690 -0.323
H16 -1.961 6.129 -0.687
H17 -1.540 3.683 -0.795
H18 -0.972 -0.539 -2.315
H19 -0.821 -0.156 -4.728
H20 -0.022 -1.957 -6.238
H21 0.632 -4.149 -5.279
H22 0.477 -4.533 -2.853
H23 -2.693 -3.473 -1.866
H24 -4.077 -5.470 -1.452
H25 -3.234 -7.280 0.023
H26 -1.013 -7.051 1.083
H27 0.358 -5.057 0.678
O3 -1.574 3.934 3.998
C34 -0.298 3.665 4.061
O4 0.428 4.061 4.946
C35 0.316 2.847 2.939
C36 1.659 3.278 2.360
N2 2.993 1.217 1.391
N3 0.628 1.692 0.960
C37 -0.412 2.310 1.740
C38 -1.791 1.799 1.641
O5 -2.702 2.448 2.200
O6 -1.981 0.709 1.013
H28 -2.066 3.412 3.248
H29 2.395 3.740 3.006
H30 3.226 1.728 0.540
F1 2.667 -1.188 1.846
B1 2.939 -0.385 0.793
F2 4.244 -0.517 0.328
C39 -2.784 -2.098 4.965
Si1 -2.014 -2.796 3.392
C40 -1.451 -4.543 3.839
C41 -3.298 -2.878 2.022
Se1 -0.175 -1.603 2.851
H31 -3.564 -2.770 5.348
H32 -3.229 -1.114 4.790
H33 -2.016 -1.988 5.736
H34 -2.281 -5.116 4.273
H35 -0.634 -4.512 4.565
H36 -1.097 -5.073 2.952
H37 -3.651 -3.903 1.871
H38 -2.852 -2.525 1.090
H39 -4.159 -2.242 2.248

Computed properties:
charge	-1
Kohn-Sham gap (alpha / beta)	0.230 / 0.227	Eh
energy	-5221.3964	hartree
spin multiplicity	6
E_HOMO (alpha / beta)	-4.0 / -4.6	eV